Density functional theory data (wB97M-V/def2-TZVPD) for a cluster of 4 separate species, C2H14N2O3 in total at a distorted geometry.

The calculation puts the HOMO energy at -0.3445 Eh. The relative energy (zero: lowest compared OMol25 entry of this formula, charge and spin) comes out at 10.61 kcal per mole.

```
! RIJCOSX wB97M-V def2-TZVPD def2/J DEFGRID3
* xyz 0 1
C -1.02 1.25 1.39
N -1.37 -0.05 0.78
C -1.73 0.08 -0.63
N -1.19 -0.92 -1.55
H -0.77 1.06 2.44
H -1.83 1.98 1.38
H -0.05 1.56 1.01
H -2.15 -0.37 1.32
H -2.82 0.01 -0.71
H -1.41 1.02 -1.06
H -1.35 -1.85 -1.20
H -0.20 -0.77 -1.69
O 0.99 -1.57 0.98
H 0.12 -1.08 0.82
H 0.85 -2.37 0.47
O 1.24 0.74 -1.73
H 1.89 0.68 -1.01
H 1.72 1.26 -2.37
O 2.94 0.17 0.36
H 3.80 -0.23 0.51
H 2.35 -0.60 0.49
*
```